[1]
ORCA calculation (ωB97M-V/def2-TZVPD) on a molecular structure, C43H43N10NdS2 at a distorted geometry.

CARTESIAN COORDINATES (ANGSTROEM)
Nd (0.4065, -0.2548, -0.0135)
C (-5.0506, 4.1831, -2.5118)
C (-3.7223, 3.5565, -2.2033)
C (-2.7451, 3.3462, -3.1714)
C (-1.5435, 2.7755, -2.8371)
C (-1.1957, 2.4002, -1.5178)
N (0.0578, 1.8946, -1.2476)
C (1.0403, 2.4582, -2.0325)
C (1.0572, 3.8486, -2.2931)
C (1.9665, 4.4414, -3.1346)
C (2.9548, 3.6902, -3.7644)
C (3.9208, 4.2823, -4.7444)
C (3.0078, 2.3413, -3.4675)
C (2.0789, 1.7244, -2.6365)
N (2.3020, 0.3311, -2.4343)
C (2.7076, -0.4913, -3.4316)
C (3.4863, -1.4751, -2.8737)
C (3.4999, -1.1794, -1.5078)
N (2.7821, -0.0953, -1.2426)
C (-2.2077, 2.5905, -0.5541)
C (-3.4347, 3.1415, -0.9191)
N (-2.0657, 2.2915, 0.8161)
C (-2.7179, 2.9550, 1.7926)
C (-2.5689, 2.2358, 2.9554)
C (-1.7796, 1.1511, 2.5880)
N (-1.4585, 1.1988, 1.2961)
H (-5.0674, 4.6036, -3.5148)
H (-5.2782, 4.9760, -1.7981)
H (-5.8469, 3.4414, -2.4424)
H (-2.9362, 3.6198, -4.1988)
H (-0.8147, 2.6022, -3.6145)
H (0.3078, 4.4613, -1.8136)
H (1.9153, 5.5049, -3.3158)
H (3.7746, 5.3548, -4.8257)
H (3.7805, 3.8393, -5.7316)
H (4.9495, 4.0939, -4.4403)
H (3.7844, 1.7279, -3.9054)
H (2.4203, -0.3228, -4.4531)
H (3.9686, -2.2950, -3.3640)
H (4.0176, -1.7128, -0.7326)
H (-4.2064, 3.2444, -0.1724)
H (-3.2180, 3.8852, 1.6230)
H (-2.9711, 2.4520, 3.9232)
H (-1.4685, 0.3464, 3.2164)
C (1.9725, -6.0553, -0.7737)
S (2.6010, -5.1353, 0.6584)
C (2.1268, -3.4741, 0.3181)
S (1.1997, -3.0631, -1.0349)
N (2.7053, -2.6611, 1.1677)
N (2.3620, -1.3790, 1.2337)
C (3.2173, -0.5998, 1.8338)
C (2.9383, 0.7897, 2.0304)
C (3.8541, 1.6105, 2.7090)
C (3.5556, 2.9400, 2.9015)
C (2.3522, 3.4338, 2.4061)
C (1.5104, 2.5665, 1.7332)
N (1.7754, 1.2799, 1.5456)
H (2.0719, -7.1042, -0.5151)
H (2.5774, -5.8101, -1.6414)
H (0.9363, -5.7843, -0.9461)
H (4.1652, -0.9940, 2.1960)
H (4.7760, 1.1869, 3.0752)
H (4.2409, 3.5906, 3.4245)
H (2.0756, 4.4674, 2.5275)
H (0.5763, 2.9175, 1.3116)
C (1.5821, -1.7606, 4.3021)
C (0.2555, -1.2553, 3.7400)
C (-0.7632, -2.3563, 3.5856)
C (-1.0456, -3.1375, 4.6998)
C (-1.9084, -4.2112, 4.6310)
C (-2.4729, -4.5288, 3.4107)
C (-2.2518, -3.7551, 2.2824)
C (-2.7817, -4.2860, 0.9723)
C (-1.6332, -4.9403, 0.2068)
C (-1.4193, -2.6172, 2.3705)
N (-1.2465, -1.8018, 1.2348)
C (-2.3474, -1.4363, 0.6234)
C (-2.4132, -0.9417, -0.6942)
C (-3.5666, -0.6225, -1.4422)
C (-3.1406, -0.3537, -2.7266)
C (-1.7494, -0.5136, -2.7172)
N (-1.2955, -0.8606, -1.5126)
H (2.2955, -0.9401, 4.3514)
H (1.9867, -2.5479, 3.6736)
H (1.4537, -2.1538, 5.3052)
H (0.4336, -0.7880, 2.7615)
H (-0.1192, -0.4948, 4.4312)
H (-0.5813, -2.8998, 5.6451)
H (-2.1171, -4.8110, 5.5064)
H (-3.1140, -5.3951, 3.3355)
H (-3.2176, -3.5198, 0.3338)
H (-3.5571, -5.0274, 1.1776)
H (-0.9445, -4.1660, -0.1239)
H (-2.0053, -5.4700, -0.6678)
H (-1.0986, -5.6386, 0.8485)
H (-3.3090, -1.5694, 1.1333)
H (-4.5728, -0.6105, -1.0718)
H (-3.7450, -0.0658, -3.5650)
H (-1.0671, -0.4111, -3.5485)

Output
Electronic energy ... -97139.678 eV
HOMO level (spin up / spin down) ... -6.8 / -6.8 eV
Relative energy (zero: lowest compared OMol25 entry of this formula, charge and spin) ... 0.787 eV
Orbital gap (spin up / spin down) ... 6.2 / 6.2 eV
Total charge ... 0
Multiplicity ... 4
<S²> ... 3.75

[2]
ORCA calculation (ωB97M-V/def2-TZVPD) on a molecular structure, C43H44BrCsF4N2O5P at a distorted geometry.

CARTESIAN COORDINATES (ANGSTROEM)
Cs (-0.1631, -0.1710, -0.5090)
O (-2.0813, 2.9909, 4.4719)
C (-1.3428, 2.3325, 3.5581)
O (-1.1105, 1.1641, 3.6380)
C (-0.8678, 3.2743, 2.4794)
O (-0.1535, 2.5744, 1.5073)
C (0.2989, 3.4164, 0.4777)
C (0.9921, 2.5726, -0.6245)
O (0.8327, 2.9179, -1.7830)
O (1.6707, 1.5761, -0.2439)
H (-2.3975, 2.3669, 5.1452)
H (-0.2442, 4.0490, 2.9569)
H (-1.7502, 3.7775, 2.0488)
H (1.0303, 4.1457, 0.8574)
H (-0.5370, 3.9630, 0.0237)
C (-4.7990, -0.6555, 0.8166)
C (-4.8148, 0.8292, 0.4606)
C (-3.5672, 1.5401, 0.9887)
C (-4.9573, 1.1273, -1.0169)
C (-5.9540, 2.0123, -1.4017)
C (-6.1065, 2.4061, -2.7179)
C (-5.2141, 1.9394, -3.6653)
C (-4.2122, 1.0453, -3.3304)
C (-3.1943, 0.6255, -4.3685)
C (-3.7951, 0.3651, -5.7515)
C (-2.1136, 1.7078, -4.4471)
C (-4.0881, 0.6069, -1.9941)
N (-3.1248, -0.3306, -1.6567)
C (-3.2862, -1.5206, -2.1413)
C (-2.4729, -2.6472, -1.9798)
C (-2.8589, -3.9284, -2.4366)
C (-1.8494, -4.7872, -2.0638)
C (-0.8832, -3.9951, -1.4101)
N (-1.2536, -2.7139, -1.3536)
C (0.3981, -4.4806, -0.7777)
C (0.2008, -4.5194, 0.7423)
C (1.5524, -3.5398, -1.1412)
C (0.7479, -5.8878, -1.2765)
H (-4.7265, -0.7701, 1.8972)
H (-3.9576, -1.1633, 0.3570)
H (-5.7183, -1.1333, 0.4799)
H (-5.6858, 1.2714, 0.9648)
H (-2.6805, 1.1116, 0.5259)
H (-3.4933, 1.4277, 2.0699)
H (-3.6255, 2.6024, 0.7476)
H (-6.6367, 2.3950, -0.6512)
H (-6.9018, 3.0841, -2.9998)
H (-5.3175, 2.2718, -4.6870)
H (-2.7171, -0.2997, -4.0374)
H (-4.0818, 1.2917, -6.2453)
H (-4.6736, -0.2725, -5.6770)
H (-3.0591, -0.1329, -6.3809)
H (-2.5523, 2.6626, -4.7311)
H (-1.3592, 1.4421, -5.1845)
H (-1.6248, 1.8310, -3.4827)
H (-4.2054, -1.7322, -2.7118)
H (-3.7712, -4.1707, -2.9571)
H (-1.8147, -5.8492, -2.2349)
H (-0.1008, -3.5417, 1.1060)
H (1.1143, -4.8283, 1.2482)
H (-0.5891, -5.2250, 0.9884)
H (1.3523, -2.5359, -0.7731)
H (1.6646, -3.4941, -2.2247)
H (2.4892, -3.8982, -0.7127)
H (-0.0068, -6.6090, -0.9703)
H (1.7079, -6.2081, -0.8707)
H (0.8119, -5.8963, -2.3632)
F (5.2826, -3.1291, 5.4838)
C (4.7378, -2.3055, 4.5727)
C (5.5399, -1.4577, 3.8194)
F (6.8703, -1.4502, 4.0128)
C (4.9624, -0.6158, 2.8770)
F (5.7845, 0.2168, 2.2185)
C (3.5975, -0.6035, 2.6216)
P (2.6626, 0.4450, 1.2854)
C (4.0268, 0.3541, 0.0692)
C (4.5958, -0.8908, -0.1837)
C (5.6005, -1.0324, -1.1227)
C (6.0419, 0.0673, -1.8393)
C (5.4406, 1.2972, -1.6376)
C (4.4351, 1.4388, -0.6997)
C (3.0488, 1.9386, 2.2928)
C (2.1424, 2.1773, 3.3221)
C (2.2810, 3.2728, 4.1519)
C (3.3369, 4.1498, 3.9668)
C (4.2680, 3.8949, 2.9747)
C (4.1371, 2.7905, 2.1475)
C (2.8165, -1.4410, 3.4130)
Br (0.9344, -1.4437, 3.2320)
C (3.3645, -2.2753, 4.3792)
F (2.5781, -3.0601, 5.1304)
H (4.2516, -1.7583, 0.3677)
H (6.0410, -2.0039, -1.2978)
H (6.8405, -0.0377, -2.5611)
H (5.7511, 2.1547, -2.2191)
H (3.9430, 2.3915, -0.5859)
H (1.3183, 1.4949, 3.4550)
H (1.5631, 3.4464, 4.9428)
H (3.4358, 5.0246, 4.5950)
H (5.1041, 4.5687, 2.8416)
H (4.8943, 2.6011, 1.4028)

Output
Electronic energy ... -149274.686 eV
HOMO level ... -4.5 eV
Relative energy (zero: lowest compared OMol25 entry of this formula, charge and spin) ... 1.050 eV
Orbital gap ... 6.3 eV
Total charge ... -1

[3]
ORCA calculation (ωB97M-V/def2-TZVPD) on a molecular structure, C43H44MnN3O2PSe.

CARTESIAN COORDINATES (ANGSTROEM)
Mn (-0.8390, -0.5036, -0.0780)
O (1.9862, -1.0543, 0.0113)
N (1.2115, -0.0854, 0.6515)
C (1.6384, 0.1341, 1.8238)
C (1.0407, 1.0676, 2.7983)
C (1.8756, 1.4080, 3.8633)
C (1.4708, 2.3039, 4.8364)
C (0.2077, 2.8700, 4.7626)
C (-0.6437, 2.5180, 3.7267)
C (-0.2527, 1.6148, 2.7427)
P (-1.4225, 1.2406, 1.3837)
C (-3.0536, 1.0415, 2.1585)
C (-3.2186, 0.5996, 3.4682)
C (-4.4903, 0.3338, 3.9612)
C (-5.6030, 0.4997, 3.1498)
C (-5.4463, 0.9319, 1.8381)
C (-4.1777, 1.1933, 1.3437)
C (-1.4837, 2.8914, 0.5894)
C (-0.4858, 3.1723, -0.3444)
C (-0.4140, 4.4192, -0.9468)
C (-1.3354, 5.4043, -0.6104)
C (-2.3234, 5.1366, 0.3269)
C (-2.4009, 3.8845, 0.9246)
H (1.8310, -0.8778, -0.9371)
H (2.5391, -0.3921, 2.1334)
H (2.8633, 0.9631, 3.9160)
H (2.1378, 2.5598, 5.6492)
H (-0.1161, 3.5808, 5.5123)
H (-1.6358, 2.9533, 3.6828)
H (-2.3555, 0.4667, 4.1108)
H (-4.6125, -0.0026, 4.9837)
H (-6.5925, 0.2913, 3.5379)
H (-6.3136, 1.0693, 1.2043)
H (-4.0559, 1.5292, 0.3198)
H (0.2396, 2.4099, -0.5990)
H (0.3550, 4.6181, -1.6837)
H (-1.2800, 6.3803, -1.0758)
H (-3.0357, 5.9064, 0.5990)
H (-3.1848, 3.6858, 1.6447)
C (-0.9889, -1.9844, 2.7644)
N (-1.0446, -2.0219, 1.2930)
C (-1.2779, -3.1660, 0.7340)
C (-1.2745, -3.2314, -0.6832)
C (-1.5598, -4.2190, -1.6203)
C (-1.4067, -3.6144, -2.8747)
C (-1.0387, -2.2886, -2.6343)
N (-0.9565, -2.0505, -1.3121)
C (-0.1070, -3.0486, 3.3798)
C (-0.5484, -3.7882, 4.4698)
C (0.2650, -4.7615, 5.0408)
C (1.5265, -5.0045, 4.5192)
C (1.9744, -4.2692, 3.4273)
C (1.1626, -3.2984, 2.8601)
H (-1.9975, -2.0643, 3.1754)
H (-0.6096, -1.0052, 3.0491)
H (-1.4544, -4.0555, 1.3373)
H (-1.8590, -5.2361, -1.4093)
H (-1.5346, -4.0744, -3.8431)
H (-0.8140, -1.5202, -3.3631)
H (-1.5367, -3.6027, 4.8777)
H (-0.0909, -5.3340, 5.8885)
H (2.1542, -5.7732, 4.9513)
H (2.9588, -4.4565, 3.0158)
H (1.5070, -2.7499, 1.9886)
C (-3.7154, -0.1240, -2.1668)
C (-2.5022, 0.7384, -2.2746)
C (-2.4450, 1.8116, -3.3128)
O (-1.5425, 0.5936, -1.5287)
H (-4.6010, 0.5020, -2.0243)
H (-3.6227, -0.8382, -1.3535)
H (-3.8484, -0.6651, -3.1075)
H (-3.3325, 1.8195, -3.9421)
H (-1.5529, 1.6695, -3.9288)
H (-2.3325, 2.7784, -2.8131)
C (6.6893, -0.5023, -5.6493)
C (5.4349, -0.1933, -4.8816)
C (4.7291, -1.1958, -4.2236)
C (3.5555, -0.9413, -3.5322)
C (2.8920, -2.0944, -2.8229)
C (3.0563, 0.3894, -3.5123)
Se (1.4026, 0.7691, -2.7376)
C (3.7875, 1.4347, -4.1492)
C (3.3463, 2.8765, -4.1436)
C (4.9535, 1.1145, -4.8161)
H (6.9647, -1.5518, -5.5584)
H (7.5219, 0.1078, -5.2931)
H (6.5524, -0.2742, -6.7088)
H (5.1050, -2.2137, -4.2548)
H (3.1077, -3.0296, -3.3395)
H (1.8117, -1.9893, -2.7548)
H (3.2915, -2.1926, -1.8083)
H (2.7621, 3.1246, -3.2634)
H (2.7309, 3.0913, -5.0213)
H (4.2169, 3.5318, -4.1819)
H (5.5104, 1.9083, -5.3068)

Output
Electronic energy ... -159820.127 eV
HOMO level (spin up / spin down) ... -10.0 / -10.0 eV
Relative energy (zero: lowest compared OMol25 entry of this formula, charge and spin) ... 1.243 eV
Orbital gap (spin up / spin down) ... 7.4 / 5.6 eV
Total charge ... +1
Multiplicity ... 5
<S²> ... 6.05